ORCA calculation (ωB97M-V/def2-TZVPD) on a 9-piece molecular cluster, C48H63N5O16S3 overall in a non-equilibrium geometry.

Properties
LUMO level   -0.84 eV
Net charge   0
SMILES string   O=[N+]([O-])c1ccccc1.O=[N+]([O-])c1ccccc1.O=[N+]([O-])c1ccccc1.O=[N+]([O-])c1ccccc1.O=[N+]([O-])c1ccccc1.O=S1(=O)CCCC1.O=S1(=O)CCCC1.O=S1(=O)CCCC1.CCCCCC
HOMO-LUMO gap   9.2 eV

Structure (XYZ):
```
135
Properties=species:S:1:pos:R:3:forces:R:3
O 4.357 -14.470 1.919 -0.54 1.92 0.14
N 4.011 -13.418 2.462 -0.04 -0.17 1.67
O 3.920 -13.277 3.692 0.12 -0.37 -1.55
C 3.663 -12.181 1.702 0.13 0.04 -2.49
C 2.915 -11.140 2.258 -0.25 -1.28 0.89
C 2.555 -10.032 1.537 0.46 1.32 -2.55
C 2.960 -9.915 0.181 1.25 -1.30 0.42
C 3.725 -10.948 -0.372 -0.19 0.79 0.24
C 4.052 -12.072 0.333 0.14 -0.85 1.69
H 2.511 -11.256 3.253 0.33 0.01 0.21
H 2.042 -9.168 1.934 -0.24 -0.33 0.52
H 2.934 -9.096 -0.523 -0.89 0.67 0.69
H 4.184 -10.806 -1.339 -0.26 -0.10 -0.25
H 4.667 -12.803 -0.171 -0.01 -0.34 0.38
O -9.635 3.808 -0.958 0.69 -0.80 -0.46
N -10.709 3.307 -1.161 -3.13 0.87 1.26
O -11.775 3.909 -0.936 1.06 -0.57 -0.57
C -10.918 1.904 -1.582 2.55 -1.15 -0.48
C -12.035 1.448 -2.206 -2.19 -0.30 -0.48
C -12.120 0.146 -2.776 1.24 1.33 1.67
C -10.952 -0.593 -2.771 -0.57 -1.00 -0.63
C -9.777 -0.168 -2.157 -0.73 0.11 0.04
C -9.816 1.035 -1.510 1.00 1.43 -0.26
H -12.905 2.088 -2.233 -0.08 0.11 -0.04
H -13.059 -0.318 -3.039 0.00 0.38 -0.48
H -11.036 -1.535 -3.291 0.45 -0.31 0.11
H -8.839 -0.703 -2.163 -0.20 -0.31 -0.11
H -8.871 1.402 -1.139 -0.09 0.22 0.42
O 1.070 4.066 4.622 -1.93 -0.78 0.36
N 2.240 4.197 4.652 3.89 2.42 -1.99
O 2.975 4.291 3.620 -1.38 -0.78 2.22
C 2.921 4.589 5.933 1.82 -1.95 0.23
C 2.200 4.770 7.072 -1.40 1.07 1.48
C 2.833 5.166 8.250 1.26 0.69 0.00
C 4.220 5.293 8.314 -0.66 -0.10 0.01
C 4.991 4.891 7.248 -0.75 0.19 -1.33
C 4.330 4.517 6.060 0.04 0.65 -0.33
H 1.120 4.788 7.100 -0.11 -0.23 -0.42
H 2.383 5.601 9.130 -1.01 -0.49 -0.18
H 4.636 5.779 9.184 0.25 -0.23 0.11
H 6.060 5.043 7.258 0.08 -0.36 -0.07
H 4.929 4.298 5.188 -0.12 -0.13 -0.11
O 4.540 4.586 -5.573 -1.61 0.00 1.04
N 4.943 5.450 -6.301 0.82 -0.88 -1.41
O 6.112 5.437 -6.656 -0.15 1.28 -0.46
C 3.984 6.428 -6.939 1.18 1.28 -0.14
C 4.469 7.211 -8.038 -1.64 -0.60 1.36
C 3.633 8.248 -8.483 0.84 -0.21 -0.35
C 2.409 8.509 -7.912 -0.65 -0.86 2.08
C 1.966 7.717 -6.819 0.81 0.68 -1.09
C 2.780 6.723 -6.291 -0.22 -0.03 -0.51
H 5.432 7.030 -8.493 -0.02 -0.10 0.17
H 4.000 8.889 -9.271 0.02 0.02 -0.13
H 1.793 9.382 -8.073 0.17 0.04 -0.81
H 1.014 7.982 -6.383 0.03 -0.19 0.27
H 2.428 6.248 -5.388 0.42 -0.45 -0.04
O 8.713 -6.970 0.720 -1.29 2.04 -0.84
N 8.051 -5.909 0.665 0.48 -0.85 2.86
O 7.662 -5.319 1.697 0.64 -0.80 -1.99
C 7.669 -5.321 -0.595 0.20 0.00 -2.85
C 7.727 -6.056 -1.804 -0.24 -0.72 1.14
C 7.272 -5.524 -3.004 -0.10 0.47 0.83
C 6.833 -4.205 -2.990 -0.18 -0.51 -2.14
C 6.847 -3.456 -1.865 -0.69 1.25 -0.96
C 7.276 -3.996 -0.730 0.91 -0.40 3.99
H 8.037 -7.089 -1.750 0.11 -0.08 -0.01
H 7.185 -6.121 -3.899 0.28 -0.03 0.02
H 6.509 -3.741 -3.910 -0.17 -0.11 -0.18
H 6.488 -2.438 -1.817 0.11 0.10 -0.37
H 7.326 -3.314 0.106 -0.06 -0.36 0.49
O -4.808 2.444 7.562 0.40 0.03 1.13
S -5.851 2.691 6.628 0.00 -0.35 -4.10
O -7.216 2.237 6.836 0.90 0.76 0.23
C -5.776 4.406 5.947 -0.78 -0.31 -0.63
C -6.310 4.343 4.441 -0.77 -0.87 1.62
C -6.211 2.846 3.921 -0.13 0.44 0.18
C -5.337 2.060 4.939 -0.10 0.64 -0.74
H -4.743 4.752 5.953 -0.04 -0.26 0.40
H -6.403 4.996 6.617 0.09 0.26 -0.21
H -7.356 4.647 4.473 -0.04 -0.12 -0.07
H -5.834 5.074 3.788 0.42 -0.26 0.22
H -5.808 2.917 2.911 0.64 -0.39 0.19
H -7.178 2.383 3.729 -0.21 0.19 0.61
H -4.335 2.387 4.661 0.36 0.22 0.94
H -5.263 0.977 4.847 -0.73 0.00 0.23
O -2.466 -1.040 -0.496 2.30 -1.19 1.33
S -1.179 -1.478 0.116 0.25 0.60 1.36
O -0.942 -1.587 1.583 -1.22 0.18 -2.34
C -0.519 -2.997 -0.649 -0.46 -0.08 -1.37
C 0.816 -2.612 -1.397 -1.20 0.26 0.80
C 0.607 -1.116 -1.849 0.51 -0.65 1.84
C 0.136 -0.434 -0.518 0.04 -0.27 -1.15
H -1.294 -3.250 -1.373 0.00 -0.09 -0.18
H -0.484 -3.825 0.060 0.27 0.38 0.19
H 1.597 -2.758 -0.651 0.27 0.68 -0.01
H 1.108 -3.299 -2.191 -0.56 0.05 -0.20
H -0.128 -1.020 -2.648 0.16 -0.03 -0.01
H 1.579 -0.688 -2.094 -0.21 0.09 -0.44
H -0.241 0.584 -0.614 0.07 -0.09 0.00
H 0.971 -0.503 0.179 -0.24 0.17 0.19
O 2.389 -3.469 5.554 0.42 2.18 1.49
S 2.800 -2.272 6.328 0.69 -0.52 -0.70
O 3.425 -1.135 5.677 -0.36 -0.44 -0.42
C 1.558 -1.609 7.423 -1.45 0.19 -1.27
C 2.147 -1.473 8.803 0.21 -0.99 0.15
C 3.114 -2.711 8.912 -0.78 0.91 1.80
C 3.901 -2.719 7.677 0.79 -1.05 -1.72
H 0.713 -2.292 7.341 -0.01 -0.20 0.48
H 1.220 -0.714 6.902 0.14 0.26 0.30
H 2.720 -0.559 8.964 0.10 0.03 -0.40
H 1.358 -1.447 9.555 0.04 -0.29 0.01
H 2.624 -3.674 9.051 -0.44 0.22 0.01
H 3.748 -2.556 9.785 0.10 -0.17 0.01
H 4.179 -3.721 7.349 0.63 0.01 0.36
H 4.735 -2.017 7.665 -0.07 -0.12 -0.12
C -0.507 3.556 -9.284 -0.37 -0.86 -0.99
C -1.478 2.395 -8.925 0.14 0.38 2.68
C -1.744 2.300 -7.372 -0.32 2.03 0.57
C -3.201 1.997 -7.002 0.57 -1.18 -0.76
C -3.611 2.201 -5.562 -0.72 1.37 0.76
C -3.847 3.698 -5.265 0.21 0.88 0.39
H -0.816 4.564 -9.008 -0.27 -0.24 0.60
H -0.471 3.622 -10.372 0.22 -0.12 -0.21
H 0.517 3.378 -8.956 -0.10 -0.01 0.24
H -2.481 2.548 -9.323 0.27 -0.12 -0.62
H -1.089 1.394 -9.112 0.04 0.22 -1.03
H -1.673 3.300 -6.943 0.63 0.50 -0.20
H -1.002 1.758 -6.787 -0.05 -0.57 -0.30
H -3.780 2.682 -7.620 -0.37 -0.24 -0.12
H -3.349 0.969 -7.335 -0.69 -0.14 0.01
H -4.596 1.811 -5.306 0.20 -0.91 -0.35
H -2.899 1.827 -4.826 0.12 -0.26 -0.22
H -4.870 4.074 -5.299 -0.38 -0.62 -0.61
H -3.622 3.986 -4.238 0.63 -0.16 0.06
H -3.298 4.351 -5.943 0.27 0.05 0.13
```
Forces are in eV/Å.